# 1
{"formula": "C4H28NO10S2", "method": "ωB97M-V with the def2-TZVPD basis set", "e_homo_ha": -0.195, "molar_mass_g_mol": 314.399, "homo_lumo_gap_ev": 8.00, "de_lowest_kcal_mol": 0.0, "multiplicity": 1, "charge": -1, "species": ["N", "C", "C", "O", "C", "S", "S", "C", "H", "H", "H", "H", "H", "H", "H", "H", "H", "H", "H", "H", "O", "H", "H", "O", "H", "H", "O", "H", "H", "O", "H", "H", "O", "H", "H", "O", "H", "H", "O", "H", "H", "O", "H", "H", "O"], "positions_angstrom": [[-1.115, 1.090, -1.238], [-0.646, 0.646, 0.088], [-1.225, -0.778, 0.456], [-2.415, -0.721, 1.183], [-1.076, 1.661, 1.126], [-0.092, 3.208, 1.045], [0.976, 3.376, 2.741], [2.402, 2.259, 2.618], [-2.102, 1.309, -1.159], [-1.017, 0.365, -1.932], [0.443, 0.548, 0.034], [-0.487, -1.299, 1.078], [-1.350, -1.379, -0.447], [-2.115, 1.959, 0.998], [-1.004, 1.216, 2.119], [2.674, 2.082, 1.583], [2.170, 1.297, 3.077], [3.233, 2.708, 3.162], [2.804, -0.134, -0.804], [4.254, -0.453, -0.321], [3.405, -0.150, -0.016], [1.658, 0.689, -2.387], [1.073, -0.714, -2.592], [1.918, -0.266, -2.297], [0.184, 2.104, -2.032], [1.454, 2.830, -1.500], [1.104, 2.369, -2.281], [0.048, -2.401, -2.301], [-1.276, -1.618, -2.786], [-0.309, -1.761, -2.940], [-3.344, -2.276, -2.182], [-3.354, -0.733, -1.811], [-3.006, -1.401, -2.462], [-4.403, 0.900, -0.193], [-3.344, -0.294, 0.321], [-4.020, 0.061, -0.487], [1.828, -2.709, -0.052], [1.910, -1.926, -1.402], [1.690, -2.796, -1.025], [1.755, -1.980, 2.214], [2.744, -1.336, 1.177], [2.468, -2.190, 1.584], [-1.787, -0.766, 2.687], [-1.513, -1.708, 3.862], [-1.195, -0.889, 3.495]], "nbo_charge": [-0.8868, -0.0993, -0.0663, -0.9133, -0.5400, 0.0544, 0.0695, -0.7598, 0.3819, 0.3784, 0.1883, 0.1516, 0.1524, 0.2211, 0.2644, 0.2400, 0.2201, 0.2149, 0.5141, 0.4752, -0.9958, 0.5153, 0.5130, -1.0532, 0.5074, 0.4811, -1.0032, 0.5043, 0.5160, -1.0220, 0.4761, 0.5277, -1.0085, 0.4606, 0.5013, -1.0924, 0.5034, 0.4798, -1.0131, 0.4839, 0.5060, -0.9910, 0.5090, 0.4517, -1.0183]}

=====

# 2
{"formula": "C3H3NOS", "method": "ωB97M-V with the def2-TZVPD basis set", "e_homo_ha": [-0.345, -0.345], "molar_mass_g_mol": 101.130, "homo_lumo_gap_ev": [8.79, 8.80], "de_lowest_kcal_mol": 23.9, "multiplicity": 1, "smiles": "O=C1C=NCS1", "species": ["O", "C", "C", "N", "C", "S", "H", "H", "H"], "positions_angstrom": [[3.295, -0.748, 0.003], [2.135, -0.495, 0.066], [0.870, -1.224, 0.025], [-0.212, -0.566, -0.039], [-0.112, 0.845, 0.064], [1.534, 1.410, -0.031], [0.889, -2.357, -0.235], [-0.686, 1.349, -0.907], [-0.419, 1.200, 1.057]], "nbo_charge": [-0.4834, 0.4611, -0.0418, -0.3061, -0.4382, 0.0817, 0.2305, 0.2435, 0.2527]}

=====

# 3
{"formula": "C19H58N4O20", "method": "ωB97M-V with the def2-TZVPD basis set", "e_homo_ha": -0.277, "molar_mass_g_mol": 662.681, "homo_lumo_gap_ev": 4.93, "de_lowest_kcal_mol": 0.0, "multiplicity": 1, "species": ["N", "N", "N", "N", "C", "C", "C", "C", "C", "C", "C", "C", "C", "C", "C", "C", "C", "C", "C", "C", "C", "C", "C", "H", "H", "H", "H", "H", "H", "H", "H", "H", "H", "H", "H", "H", "H", "H", "H", "H", "H", "O", "H", "H", "O", "H", "H", "O", "H", "H", "O", "H", "H", "O", "H", "H", "O", "H", "H", "O", "H", "H", "O", "H", "H", "O", "H", "H", "O", "H", "H", "O", "H", "H", "O", "H", "H", "O", "H", "H", "O", "H", "H", "O", "H", "H", "O", "H", "H", "O", "H", "H", "O", "H", "H", "O", "H", "H", "O", "H", "H"], "positions_angstrom": [[-0.509, -2.083, 0.030], [-1.483, -0.062, 0.760], [3.498, 0.013, -1.318], [2.206, 2.504, -0.724], [6.128, 2.498, -1.933], [5.498, 3.681, -1.602], [5.496, 1.278, -1.759], [4.196, 3.704, -1.158], [1.506, -1.070, -0.810], [0.359, 1.328, -0.045], [0.257, -1.036, -0.200], [-0.320, 0.181, 0.183], [4.141, 1.224, -1.387], [3.515, 2.478, -1.047], [2.213, 0.102, -0.900], [1.595, 1.340, -0.602], [-5.071, -2.548, 0.555], [-4.462, -2.970, 1.896], [-4.281, -1.396, -0.052], [-3.016, -3.434, 1.894], [-2.848, -1.803, -0.500], [-1.984, -2.301, 1.948], [-1.769, -1.519, 0.580], [7.151, 2.509, -2.257], [5.957, 4.632, -1.597], [6.059, 0.357, -1.967], [3.652, 4.613, -0.899], [2.000, -1.965, -1.114], [-0.121, 2.237, 0.149], [-5.169, -3.326, -0.185], [-6.158, -2.314, 0.765], [-5.111, -3.703, 2.378], [-4.476, -2.138, 2.617], [-4.373, -0.489, 0.543], [-4.854, -1.146, -0.986], [-2.826, -4.110, 1.021], [-2.858, -3.972, 2.778], [-2.854, -2.866, -0.804], [-2.502, -1.265, -1.373], [-2.227, -1.562, 2.720], [-1.071, -2.782, 2.224], [-0.392, -2.453, 4.816], [0.036, -2.810, 5.660], [-1.386, -2.362, 4.982], [-3.849, -4.970, -2.174], [-4.230, -4.076, -1.893], [-4.588, -5.506, -2.609], [0.458, -0.023, 3.428], [0.387, -0.836, 4.026], [0.230, -0.306, 2.484], [-1.725, -6.521, 0.986], [-2.630, -6.880, 1.260], [-1.646, -6.602, -0.020], [8.310, 5.305, -3.302], [9.234, 5.317, -3.713], [7.641, 5.549, -4.021], [-3.291, -5.484, 5.147], [-3.524, -6.148, 4.420], [-2.717, -5.957, 5.833], [5.030, -1.669, -3.044], [4.344, -1.065, -2.609], [4.962, -1.551, -4.047], [0.442, 3.905, -2.266], [0.966, 3.268, -1.680], [-0.013, 3.365, -2.990], [-3.022, -2.588, 5.243], [-3.879, -2.059, 5.339], [-3.258, -3.572, 5.236], [1.632, 5.526, 0.571], [1.569, 4.612, 0.139], [0.946, 6.128, 0.136], [7.897, -0.021, 0.153], [8.182, -0.420, 1.038], [6.982, 0.393, 0.274], [2.006, 5.808, -3.383], [1.407, 5.246, -2.792], [1.460, 6.583, -3.738], [-7.645, -4.643, 4.144], [-7.831, -3.726, 3.758], [-6.857, -4.565, 4.774], [4.110, 7.545, 0.208], [4.702, 7.840, -0.558], [3.160, 7.481, -0.134], [4.762, 5.472, 1.947], [4.376, 6.175, 1.330], [5.764, 5.610, 1.994], [-0.541, -2.629, -3.345], [-1.123, -1.812, -3.482], [-1.113, -3.451, -3.491], [-3.197, 1.509, -1.675], [-2.338, 1.045, -1.937], [-3.890, 1.314, -2.386], [-6.668, -4.559, -2.742], [-6.943, -3.696, -3.193], [-7.192, -4.646, -1.881], [8.055, 7.061, -1.058], [7.277, 7.696, -0.931], [7.942, 6.599, -1.951], [-7.656, -0.630, -1.604], [-7.933, 0.321, -1.399], [-8.273, -1.254, -1.100]], "mulliken_charge": [-0.9192, -0.6334, -0.8938, -0.3914, -0.8199, -0.4966, -1.0115, -0.5988, -0.4990, -0.5666, 1.2582, -1.3939, 0.6776, 0.4643, 0.3290, 0.2121, -0.2015, -0.8966, -0.3782, -0.3755, -0.7881, -1.6844, 2.8915, 0.4627, 0.5435, 0.8352, 0.3179, 0.6301, 0.7374, -0.1142, 0.3033, 0.3956, 0.3405, 0.3687, 0.1269, 0.0831, 0.5378, 0.1039, 0.0022, 0.5511, 0.5576, -0.7142, 0.2594, 0.4514, -0.6423, 0.3716, 0.3085, -0.7143, 0.3479, 0.3929, -0.6502, 0.3092, 0.3209, -0.6854, 0.2946, 0.3506, -0.6352, 0.3055, 0.2996, -0.7214, 0.4721, 0.3045, -0.7822, 0.4899, 0.2976, -0.6919, 0.3045, 0.3312, -0.6391, 0.3182, 0.3234, -0.6444, 0.3151, 0.3457, -0.6540, 0.3891, 0.2836, -0.6599, 0.3227, 0.3191, -0.6775, 0.2876, 0.3161, -0.6488, 0.3928, 0.2925, -0.6368, 0.2956, 0.3260, -0.6156, 0.2789, 0.3215, -0.6531, 0.3243, 0.3061, -0.6468, 0.3097, 0.3685, -0.6298, 0.3073, 0.3196]}

=====

# 4
{"formula": "C4H6N2O", "method": "ωB97M-V with the def2-TZVPD basis set", "e_homo_ha": -0.350, "molar_mass_g_mol": 98.105, "homo_lumo_gap_ev": 10.48, "de_lowest_kcal_mol": 67.1, "multiplicity": 1, "smiles": "[H]/N=C(\\O)C1(N)C=C1", "species": ["H", "N", "C", "O", "C", "N", "C", "C", "H", "H", "H", "H", "H"], "positions_angstrom": [[1.489, -2.519, 0.500], [1.470, -1.516, 0.308], [0.268, -1.128, 0.202], [-0.808, -1.929, 0.315], [-0.062, 0.327, -0.068], [-1.471, 0.477, -0.428], [1.023, 1.231, -0.543], [0.657, 1.388, 0.687], [-1.582, -1.338, 0.187], [-1.594, 0.449, -1.436], [-1.832, 1.366, -0.102], [1.689, 1.459, -1.359], [0.786, 1.840, 1.658]], "nbo_charge": [0.3463, -0.7184, 0.5384, -0.6916, -0.0352, -0.8646, -0.1416, -0.1593, 0.5074, 0.3703, 0.3766, 0.2369, 0.2349]}